67
Properties=species:S:1:pos:R:3 method="wB97M-V/def2-TZVPD" spin_multiplicity=5 orbital_gap_ev="6.0 / 4.5" total_charge=+1 s2=6.068 de_lowest_kcal_mol=29.9 e_homo_ev="-9.04 / -11.05"
Ir -0.3080 0.0444 0.3609
N -2.7799 3.0868 -1.6411
C -1.6949 2.4688 -1.1509
N -1.7365 1.5317 -0.2524
C -2.9790 1.1346 0.2583
N -3.0243 0.0974 1.0561
N -1.9248 -0.4980 1.3397
C -1.8218 -1.6840 1.9524
C -0.5288 -2.2099 2.0800
C -0.2149 -3.3629 2.8349
C 1.0921 -3.7557 2.9705
C 2.0968 -2.9835 2.3768
C 1.7354 -1.8690 1.6434
N 0.4743 -1.5025 1.4545
C -4.1753 1.8175 -0.1625
C -5.4405 1.5057 0.3354
C -6.5632 2.0997 -0.2080
C -6.4388 3.0193 -1.2418
C -5.1890 3.3764 -1.7257
C -4.0615 2.7793 -1.1852
H -2.6906 3.7606 -2.3914
H -0.7298 2.7739 -1.5349
H -2.7108 -2.1810 2.3062
H -1.0173 -3.9025 3.3088
H 1.3497 -4.6389 3.5336
H 3.1341 -3.2608 2.4593
H 2.4900 -1.2624 1.1663
H -5.5123 0.7863 1.1328
H -7.5411 1.8291 0.1598
H -7.3190 3.4574 -1.6818
H -5.0890 4.0918 -2.5295
O -2.6410 -1.8039 -3.1927
C -1.7942 -1.6430 -2.3460
O -1.8238 -1.1416 -1.2196
C -0.3899 -2.2435 -2.7542
C -0.3281 -3.3103 -3.6032
C 0.8928 -3.9695 -3.8002
C 1.9992 -3.6120 -3.0505
C 1.9301 -2.5120 -2.2124
C 0.7585 -1.6754 -2.1068
O 0.7829 -0.5804 -1.4936
N 3.0379 -2.2093 -1.3590
O 3.1213 -1.0954 -0.8729
O 3.8074 -3.1106 -1.1165
N 0.9641 -5.0386 -4.7755
O 2.0429 -5.5547 -4.9439
O -0.0587 -5.3257 -5.3491
H -1.2117 -3.6623 -4.1221
H 2.9191 -4.1785 -3.1275
C 2.7357 4.0319 1.8486
C 3.1538 2.5814 2.1341
C 4.3239 2.1587 1.2485
C 3.5491 2.4528 3.6059
N 2.0221 1.6573 1.9299
N 1.5885 1.4258 0.5995
H 3.5525 4.7045 2.0946
H 1.8782 4.3038 2.4639
H 2.4833 4.1843 0.7993
H 5.2191 2.6963 1.5477
H 4.1454 2.3790 0.1978
H 4.5134 1.0950 1.3681
H 4.3954 3.1020 3.8141
H 3.8316 1.4287 3.8310
H 2.7267 2.7434 4.2553
H 1.2347 1.9681 2.4926
H 2.3242 0.9053 0.1101
H 1.4321 2.2986 0.0800